Record 1
The following is a DFT calculation (ωB97M-V/def2-TZVPD) of the ion C4H9N4Si with charge -1.

The value obtained for the molar mass is 141.2 g mol⁻¹. As for the total charge: -1. The frontier orbital gap is 7.43 eV. As for the largest force on an atom: 5.0 eV Å⁻¹. The value obtained for the energy relative to the best compared isomer or geometry (same formula, charge and spin) is 312.5 kJ/mol. The LUMO energy comes out at 3.92 eV. The value obtained for the HOMO energy is -3.50 eV.

Cartesian coordinates (Å):
C (-2.742, -1.007, 0.484)
C (0.233, -0.225, -1.847)
C (2.032, 1.085, 0.376)
C (-0.951, 1.173, 0.562)
N (0.018, -2.549, 1.058)
N (0.683, -1.593, 0.548)
N (-2.007, -1.812, 0.875)
N (-1.198, -2.772, 1.283)
Si (0.464, -0.023, 0.013)
H (0.138, 0.813, -2.328)
H (1.052, -0.702, -2.207)
H (-0.667, -0.762, -1.932)
H (2.284, 1.146, 1.334)
H (2.734, 1.039, -0.370)
H (1.650, 2.073, 0.202)
H (-0.707, 2.176, 0.167)
H (-1.883, 0.732, 0.145)
H (-1.132, 1.208, 1.637)

Here are the Löwdin charges for atoms 1 to 2, given in e: atom 1 (C): -0.0464, atom 2 (C): -0.1857

***

Record 2
The following is a DFT calculation (ωB97M-V/def2-TZVPD) of the molecule C4H9N5.

The value obtained for the molar mass is 127.2 g mol⁻¹. The frontier orbital gap is 9.01 eV. As for the largest force on an atom: 4.0 eV Å⁻¹. The value obtained for the energy relative to the best compared isomer or geometry (same formula, charge and spin) is 338.1 kJ/mol. The LUMO energy comes out at 0.78 eV. The value obtained for the HOMO energy is -8.23 eV.

Cartesian coordinates (Å):
H (-1.994, 3.203, -0.571)
N (-2.089, 2.268, -0.219)
C (-0.984, 1.642, -0.272)
N (-0.823, 0.296, 0.116)
C (-1.950, -0.397, 0.553)
N (-2.030, -1.668, 0.366)
N (-1.303, -2.367, -0.615)
N (0.398, -0.255, 0.056)
C (1.483, 0.432, 0.312)
C (2.808, -0.247, -0.034)
H (-0.010, 2.041, -0.544)
H (-2.744, 0.119, 1.140)
H (-1.278, -3.276, -0.220)
H (-0.302, -2.046, -0.661)
H (1.410, 1.467, 0.794)
H (3.143, -0.605, 0.924)
H (2.716, -1.090, -0.743)
H (3.549, 0.483, -0.384)

Here are the Löwdin charges for atoms 1 to 2, given in e: atom 1 (H): 0.0351, atom 2 (N): 0.0985

***

Record 3
The following is a DFT calculation (ωB97M-V/def2-TZVPD) of the ion C4H9N6 with charge +1.

The value obtained for the molar mass is 141.2 g mol⁻¹. As for the total charge: +1. The frontier orbital gap is 8.77 eV. As for the largest force on an atom: 1.9 eV Å⁻¹. The value obtained for the energy relative to the best compared isomer or geometry (same formula, charge and spin) is 341.6 kJ/mol. The LUMO energy comes out at -4.61 eV. The value obtained for the HOMO energy is -13.39 eV.

Cartesian coordinates (Å):
C (-0.054, 1.630, -2.962)
C (-0.707, 0.625, -2.340)
C (-0.669, 0.667, -0.865)
N (-1.089, 1.706, -0.124)
N (-0.857, 1.369, 1.120)
N (-0.336, 0.203, 1.164)
C (0.066, -0.433, 2.452)
N (1.464, -0.852, 2.442)
N (-0.195, -0.296, -0.060)
N (0.326, -1.523, -0.468)
H (0.991, 1.853, -2.730)
H (-0.548, 2.290, -3.681)
H (-1.234, -0.174, -2.863)
H (-0.599, -1.263, 2.717)
H (-0.022, 0.365, 3.196)
H (1.558, -1.822, 2.150)
H (1.970, -0.325, 1.732)
H (-0.309, -1.853, -1.198)
H (0.245, -2.168, 0.317)

Here are the Löwdin charges for atoms 1 to 2, given in e: atom 1 (C): 0.0860, atom 2 (C): -0.0928

***

Record 4
The following is a DFT calculation (ωB97M-V/def2-TZVPD) of a cluster of 2 separate species, C4H9N6S2 in total.

The value obtained for the molar mass is 205.3 g mol⁻¹. As for the total charge: +1. The frontier orbital gap (spin up / spin down) is 4.45 / 4.36 eV. As for the largest force on an atom: 5.3 eV Å⁻¹. The value obtained for the energy relative to the best compared isomer or geometry (same formula, charge and spin) is 144.3 kJ/mol. The LUMO energy (spin up / spin down) comes out at -7.19 / -7.29 eV. The value obtained for the HOMO energy (spin up / spin down) is -11.65 / -11.65 eV.

Cartesian coordinates (Å):
C (-1.704, 0.749, 1.868)
C (3.853, -1.320, -0.368)
C (-0.003, -0.011, -1.668)
C (-0.964, -1.039, -1.046)
N (2.718, -0.834, -0.126)
N (1.633, -0.532, -0.049)
N (-1.704, 0.335, 0.566)
N (-1.269, -0.862, 0.331)
N (-2.555, 1.760, 2.153)
N (-0.153, 1.259, -1.206)
S (-0.509, 0.275, 2.999)
S (0.941, -0.633, -2.840)
H (4.261, -0.795, -1.272)
H (4.428, -2.053, 0.091)
H (-0.615, -2.042, -1.287)
H (-1.980, -0.904, -1.594)
H (-3.047, 1.952, 1.220)
H (-2.606, 2.289, 2.993)
H (-0.713, -1.182, 1.127)
H (0.595, 1.883, -1.467)
H (-0.607, 1.704, -0.423)

Here are the Löwdin charges for atoms 1 to 2, given in e: atom 1 (C): -0.8307, atom 2 (C): 0.0054

***

Record 5
The following is a DFT calculation (ωB97M-V/def2-TZVPD) of a cluster of 2 separate species, C4H9NO in total.

The value obtained for the molar mass is 87.1 g mol⁻¹. The frontier orbital gap is 10.04 eV. As for the largest force on an atom: 4.9 eV Å⁻¹. The value obtained for the energy relative to the best compared isomer or geometry (same formula, charge and spin) is 224.5 kJ/mol. The LUMO energy comes out at 0.37 eV. The value obtained for the HOMO energy is -9.68 eV.

Cartesian coordinates (Å):
C (1.215, -1.227, -0.287)
C (0.345, -0.068, -0.703)
C (0.910, 1.309, -0.432)
O (-0.472, -0.240, -1.641)
H (2.015, -1.372, -1.017)
H (0.606, -2.134, -0.245)
H (1.647, -1.043, 0.700)
H (1.339, 1.348, 0.573)
H (1.694, 1.528, -1.160)
H (0.114, 2.052, -0.519)
C (-1.614, 0.039, 1.256)
N (-2.457, 0.429, 0.340)
H (-1.344, -1.019, 1.389)
H (-1.310, 0.746, 2.039)
H (-2.688, -0.348, -0.292)

Here are the Löwdin charges for atoms 1 to 2, given in e: atom 1 (C): -0.0398, atom 2 (C): -0.5144

***

Record 6
The following is a DFT calculation (ωB97M-V/def2-TZVPD) of the molecule C4H9NO.

The value obtained for the molar mass is 87.1 g mol⁻¹. The frontier orbital gap is 10.17 eV. As for the largest force on an atom: 2.3 eV Å⁻¹. The value obtained for the energy relative to the best compared isomer or geometry (same formula, charge and spin) is 174.6 kJ/mol. The LUMO energy comes out at 0.89 eV. The value obtained for the HOMO energy is -9.28 eV.

Cartesian coordinates (Å):
C (-0.475, -1.404, 1.304)
C (-0.305, -1.117, -0.191)
N (0.062, 0.334, -0.508)
C (1.386, 1.226, -0.333)
C (-0.905, 1.167, -0.937)
O (-0.649, 2.336, -1.138)
H (-1.286, -0.804, 1.730)
H (-0.700, -2.464, 1.496)
H (0.448, -1.155, 1.833)
H (-1.260, -1.391, -0.705)
H (0.442, -1.793, -0.619)
H (1.517, 2.218, -0.889)
H (2.184, 0.584, -0.667)
H (1.463, 1.502, 0.725)
H (-1.922, 0.762, -1.103)

Here are the Löwdin charges for atoms 1 to 2, given in e: atom 1 (C): -0.1012, atom 2 (C): -0.2036

***

Record 7
The following is a DFT calculation (ωB97M-V/def2-TZVPD) of the molecule C4H9NO.

The value obtained for the molar mass is 87.1 g mol⁻¹. The frontier orbital gap is 10.72 eV. As for the largest force on an atom: 0.5 eV Å⁻¹. The value obtained for the energy relative to the best compared isomer or geometry (same formula, charge and spin) is 188.2 kJ/mol. The LUMO energy comes out at 1.12 eV. The value obtained for the HOMO energy is -9.60 eV.

Cartesian coordinates (Å):
C (-2.504, 0.800, -0.230)
C (-1.026, 0.812, 0.018)
N (-0.411, -0.150, 0.568)
C (0.973, 0.121, 0.914)
O (1.822, -0.971, 0.766)
C (1.948, -1.437, -0.557)
H (-2.878, -0.221, -0.337)
H (-3.007, 1.255, 0.633)
H (-2.769, 1.393, -1.111)
H (-0.497, 1.741, -0.257)
H (1.361, 0.990, 0.342)
H (1.000, 0.364, 1.981)
H (2.955, -1.850, -0.666)
H (1.820, -0.627, -1.291)
H (1.212, -2.220, -0.773)

Here are the Löwdin charges for atoms 1 to 2, given in e: atom 1 (C): -0.0771, atom 2 (C): -0.2368

***

Record 8
The following is a DFT calculation (ωB97M-V/def2-TZVPD) of the molecule C4H9NO.

The value obtained for the molar mass is 87.1 g mol⁻¹. The frontier orbital gap is 10.42 eV. As for the largest force on an atom: 3.0 eV Å⁻¹. The value obtained for the energy relative to the best compared isomer or geometry (same formula, charge and spin) is 281.0 kJ/mol. The LUMO energy comes out at 1.01 eV. The value obtained for the HOMO energy is -9.41 eV.

Cartesian coordinates (Å):
C (-1.323, -1.206, 0.060)
C (-0.492, 0.036, -0.202)
N (-1.068, 1.334, 0.091)
C (0.861, -0.055, 0.478)
C (2.104, 0.525, 0.017)
O (1.897, -0.864, -0.257)
H (-2.146, -1.375, -0.776)
H (-0.603, -2.111, -0.050)
H (-1.781, -1.199, 1.039)
H (-0.177, -0.031, -1.227)
H (-0.787, 2.184, -0.484)
H (-2.090, 1.057, -0.049)
H (0.740, -0.267, 1.557)
H (1.987, 1.183, -0.868)
H (2.879, 0.789, 0.671)

Here are the Löwdin charges for atoms 1 to 2, given in e: atom 1 (C): -0.0659, atom 2 (C): -0.4950

***

Record 9
The following is a DFT calculation (ωB97M-V/def2-TZVPD) of the molecule C4H9NO.

The value obtained for the molar mass is 87.1 g mol⁻¹. The frontier orbital gap is 10.07 eV. As for the largest force on an atom: 3.5 eV Å⁻¹. The value obtained for the energy relative to the best compared isomer or geometry (same formula, charge and spin) is 282.7 kJ/mol. The LUMO energy comes out at 0.88 eV. The value obtained for the HOMO energy is -9.18 eV.

Cartesian coordinates (Å):
N (2.468, -0.309, -0.163)
C (1.115, -0.246, 0.338)
C (0.582, 1.186, 0.060)
C (-0.074, -0.155, -0.491)
C (-1.423, -0.646, 0.070)
O (-2.544, 0.311, -0.020)
H (3.036, 0.290, 0.525)
H (2.859, -1.274, -0.065)
H (0.953, -0.501, 1.380)
H (1.213, 1.812, -0.568)
H (-0.161, 1.660, 0.761)
H (0.136, -0.227, -1.532)
H (-1.574, -1.624, -0.362)
H (-1.277, -0.941, 1.152)
H (-3.310, -0.351, 0.145)

Here are the Löwdin charges for atoms 1 to 2, given in e: atom 1 (N): 0.0079, atom 2 (C): -0.4065

***

Record 10
The following is a DFT calculation (ωB97M-V/def2-TZVPD) of a structure of composition C4H9NO.

The value obtained for the molar mass is 87.1 g mol⁻¹. The frontier orbital gap is 9.67 eV. As for the largest force on an atom: 2.4 eV Å⁻¹. The value obtained for the energy relative to the best compared isomer or geometry (same formula, charge and spin) is 349.4 kJ/mol. The LUMO energy comes out at 0.84 eV. The value obtained for the HOMO energy is -8.83 eV.

Cartesian coordinates (Å):
C (1.513, 0.475, -0.869)
C (0.815, -0.799, -0.083)
O (0.991, -0.814, 1.280)
C (-0.638, -0.374, -0.297)
C (-1.813, -0.391, 0.647)
N (-0.818, 0.660, 0.720)
H (2.272, 0.879, -0.200)
H (1.974, 0.174, -1.816)
H (0.890, 1.360, -1.159)
H (1.124, -1.735, -0.600)
H (0.204, 0.120, 1.450)
H (-0.841, -0.149, -1.337)
H (-1.914, -0.965, 1.568)
H (-2.761, -0.058, 0.229)
H (-0.997, 1.618, 0.468)

Here are the Löwdin charges for atoms 1 to 2, given in e: atom 1 (C): -0.0458, atom 2 (C): -0.4206

***

- Which value of energy relative to the best compared isomer or geometry (same formula, charge and spin) does entry 8 give?
  281.0 kJ/mol

***

- Among the records above, which one has the lowest largest force on an atom?
  number 7